# 1
Formula: C7H11NO
Source: OMol25
Level of theory: ωB97M-V with the def2-TZVPD basis set

The geometry in XYZ format:
```
20
Properties=species:S:1:pos:R:3
C 2.343 1.253 -0.892
C 1.608 0.283 0.119
N 0.368 0.817 0.716
O -0.018 1.954 0.509
C 2.137 -0.888 0.954
C 1.212 -1.152 -0.167
H 3.088 1.800 -0.288
H 1.488 1.683 -1.418
H 2.778 0.573 -1.562
H 1.854 -0.870 1.925
H 3.143 -1.065 0.957
H 1.729 -1.542 -0.952
H 0.294 -1.522 0.189
C -4.056 0.003 0.104
C -3.089 0.375 -0.690
C -2.696 -0.627 0.387
H -4.927 0.188 0.715
H -2.856 0.658 -1.679
H -1.956 -0.328 1.055
H -2.444 -1.593 0.017
```

Results
**ΔE to the lowest compared entry with this formula, charge and spin**: 744.4 kJ/mol
**SMILES**: CC1(N=O)CC1.C1=CC1
**Gap between HOMO and LUMO**: 9.15 eV

Atom-resolved charges from Löwdin, all expressed in e: number 1, C, carries 0.009; number 2, C, carries -0.402; number 3, N, carries -0.013; number 4, O, carries 0.000; number 5, C, carries -0.054; number 6, C, carries -0.054; number 7, H, carries 0.093; number 8, H, carries 0.076; number 9, H, carries 0.047; number 10, H, carries 0.070; number 11, H, carries 0.082; number 12, H, carries 0.083; number 13, H, carries 0.090; number 14, C, carries -0.039; number 15, C, carries -0.053; number 16, C, carries -0.174; number 17, H, carries 0.086; number 18, H, carries 0.077; number 19, H, carries 0.024; number 20, H, carries 0.053

---

# 2
Formula: C3H4N4
Source: OMol25
Level of theory: ωB97M-V with the def2-TZVPD basis set

The geometry in XYZ format:
```
11
Properties=species:S:1:pos:R:3
C 0.900 -0.450 0.165
C -0.807 1.154 -0.210
C -1.125 0.019 0.642
H 1.730 -0.097 0.873
H -0.612 1.963 0.422
H -1.596 1.325 -0.985
H -2.064 0.142 1.082
N 1.839 -2.341 -1.434
N 1.538 -1.529 -0.757
N 0.461 0.673 -0.747
N -0.264 -0.860 0.950
```

Results
**ΔE to the lowest compared entry with this formula, charge and spin**: 560.8 kJ/mol
**Gap between HOMO and LUMO**: 6.61 eV

Atom-resolved charges from Löwdin, all expressed in e: number 1, C, carries -0.402; number 2, C, carries -0.288; number 3, C, carries -0.194; number 4, H, carries 0.139; number 5, H, carries 0.089; number 6, H, carries 0.122; number 7, H, carries 0.092; number 8, N, carries 0.316; number 9, N, carries 0.144; number 10, N, carries -0.102; number 11, N, carries 0.083

---

# 3
Formula: C45H58CrN2O2PSb
Source: OMol25
Level of theory: ωB97M-V with the def2-TZVPD basis set

The geometry in XYZ format:
```
110
Properties=species:S:1:pos:R:3
Cr -1.027 0.105 -0.156
C -3.569 -1.543 2.943
C -3.414 -0.730 1.766
O -2.342 -0.214 1.403
N -4.580 -0.551 1.056
C -4.583 0.364 -0.082
C -3.877 -0.314 -1.273
C -4.736 -0.732 -2.256
C -4.288 -1.313 -3.414
C -2.873 -1.506 -3.621
C -2.104 -1.057 -2.566
N -2.525 -0.488 -1.428
H -3.437 -2.572 2.637
H -4.502 -1.303 3.371
H -2.789 -1.340 3.751
H -5.403 -1.013 1.408
H -4.098 1.241 0.309
H -5.613 0.606 -0.375
H -5.803 -0.614 -2.163
H -4.997 -1.553 -4.178
H -2.403 -1.908 -4.505
H -1.071 -1.078 -2.617
C 1.048 -0.223 -3.651
C 0.431 1.140 -3.580
C 1.209 2.222 -4.295
P -0.041 1.830 -1.892
C -1.372 3.101 -2.175
C -2.809 2.589 -2.262
C -1.181 4.085 -3.337
C 1.386 2.674 -1.147
C 2.650 1.839 -1.137
C 1.590 4.132 -1.516
H 2.149 -0.095 -3.656
H 0.825 -0.594 -4.621
H 0.712 -0.926 -2.933
H -0.550 1.169 -4.069
H 2.237 2.174 -3.943
H 0.935 3.247 -4.292
H 1.274 1.903 -5.353
H -1.294 3.700 -1.250
H -2.819 1.973 -3.111
H -3.495 3.382 -2.518
H -3.106 2.077 -1.382
H -1.431 3.633 -4.282
H -0.104 4.427 -3.481
H -1.921 4.873 -3.231
H 1.049 2.663 -0.105
H 3.044 1.623 -2.093
H 2.523 0.831 -0.598
H 3.425 2.283 -0.488
H 1.863 4.258 -2.571
H 2.465 4.524 -0.960
H 0.715 4.762 -1.206
C 3.940 5.791 3.330
C 3.304 4.551 2.879
C 1.922 4.633 2.705
C 1.165 3.528 2.403
C -0.304 3.712 2.160
C 1.922 2.314 2.233
C 1.329 1.114 1.739
O 0.224 1.109 1.180
C 3.320 2.205 2.472
C 4.000 0.891 2.399
C 4.027 3.351 2.765
H 3.487 6.676 2.840
H 5.015 5.713 3.300
H 3.808 5.934 4.394
H 1.471 5.612 2.803
H -0.431 4.197 1.169
H -0.716 4.343 2.949
H -0.817 2.762 2.051
H 1.968 0.240 1.654
H 3.415 0.100 2.966
H 4.977 1.009 2.892
H 4.233 0.591 1.377
H 5.072 3.287 2.977
C -4.139 -5.442 1.598
C -4.184 -4.711 0.420
C -3.046 -3.966 0.038
C -1.900 -4.000 0.801
C -1.815 -4.688 1.997
C -2.992 -5.385 2.415
Sb -0.164 -2.659 0.341
C 1.297 -3.693 -0.884
C 2.342 -2.866 -1.246
C 3.386 -3.258 -2.037
C 3.392 -4.589 -2.469
C 2.327 -5.466 -2.096
C 1.304 -5.007 -1.311
C 0.925 -2.819 2.213
C 1.949 -3.742 2.450
C 2.730 -3.581 3.550
C 2.474 -2.548 4.411
C 1.370 -1.705 4.298
C 0.607 -1.844 3.109
H -5.071 -5.766 2.015
H -5.092 -4.542 -0.168
H -3.084 -3.389 -0.898
H -0.810 -4.707 2.568
H -2.892 -5.895 3.380
H 2.384 -1.899 -0.762
H 4.178 -2.555 -2.301
H 4.058 -5.007 -3.177
H 2.369 -6.512 -2.373
H 0.515 -5.717 -0.971
H 2.090 -4.631 1.814
H 3.574 -4.282 3.498
H 3.177 -2.420 5.246
H 1.192 -1.013 5.043
H -0.158 -1.126 2.976
```

Results
**Total charge**: +2
**Spin multiplicity**: 5
**Expectation value of S²**: 6.02
**Gap between HOMO and LUMO (spin up / spin down)**: 7.67 / 7.89 eV

Results of the Löwdin charge analysis, in e, for atoms 1 through 99: number 1, Cr, carries 0.510; number 2, C, carries 0.039; number 3, C, carries -0.471; number 4, O, carries -0.091; number 5, N, carries 0.107; number 6, C, carries -0.074; number 7, C, carries -0.220; number 8, C, carries -0.023; number 9, C, carries 0.014; number 10, C, carries 0.035; number 11, C, carries -0.162; number 12, N, carries -0.019; number 13, H, carries 0.080; number 14, H, carries 0.088; number 15, H, carries 0.140; number 16, H, carries 0.158; number 17, H, carries 0.118; number 18, H, carries 0.144; number 19, H, carries 0.128; number 20, H, carries 0.118; number 21, H, carries 0.123; number 22, H, carries 0.040; number 23, C, carries -0.094; number 24, C, carries -0.519; number 25, C, carries -0.109; number 26, P, carries 1.090; number 27, C, carries -0.506; number 28, C, carries -0.089; number 29, C, carries -0.102; number 30, C, carries -0.549; number 31, C, carries -0.077; number 32, C, carries -0.085; number 33, H, carries 0.100; number 34, H, carries 0.085; number 35, H, carries 0.029; number 36, H, carries 0.104; number 37, H, carries 0.073; number 38, H, carries 0.035; number 39, H, carries 0.109; number 40, H, carries 0.100; number 41, H, carries 0.063; number 42, H, carries 0.097; number 43, H, carries 0.031; number 44, H, carries 0.079; number 45, H, carries 0.072; number 46, H, carries 0.090; number 47, H, carries 0.052; number 48, H, carries 0.051; number 49, H, carries 0.092; number 50, H, carries 0.094; number 51, H, carries 0.072; number 52, H, carries 0.095; number 53, H, carries 0.092; number 54, C, carries -0.037; number 55, C, carries -0.226; number 56, C, carries 0.000; number 57, C, carries -0.163; number 58, C, carries -0.008; number 59, C, carries -0.104; number 60, C, carries -0.180; number 61, O, carries -0.174; number 62, C, carries -0.212; number 63, C, carries -0.033; number 64, C, carries 0.035; number 65, H, carries 0.107; number 66, H, carries 0.085; number 67, H, carries 0.100; number 68, H, carries 0.133; number 69, H, carries 0.093; number 70, H, carries 0.100; number 71, H, carries 0.064; number 72, H, carries 0.109; number 73, H, carries 0.101; number 74, H, carries 0.099; number 75, H, carries 0.090; number 76, H, carries 0.124; number 77, C, carries -0.071; number 78, C, carries -0.074; number 79, C, carries -0.151; number 80, C, carries -0.367; number 81, C, carries -0.128; number 82, C, carries -0.058; number 83, Sb, carries 1.576; number 84, C, carries -0.390; number 85, C, carries -0.201; number 86, C, carries -0.073; number 87, C, carries -0.037; number 88, C, carries -0.064; number 89, C, carries -0.135; number 90, C, carries -0.380; number 91, C, carries -0.117; number 92, C, carries -0.085; number 93, C, carries -0.078; number 94, C, carries -0.043; number 95, C, carries -0.162; number 96, H, carries 0.105; number 97, H, carries 0.111; number 98, H, carries 0.088; number 99, H, carries 0.122

---

# 4
Formula: C2H6OS2
Source: OMol25
Level of theory: ωB97M-V with the def2-TZVPD basis set

The geometry in XYZ format:
```
11
Properties=species:S:1:pos:R:3
S -1.062 3.589 0.403
S -0.191 2.398 1.829
H -0.086 3.327 -0.490
H 0.727 1.947 0.998
C 0.184 -3.202 -1.607
C 0.429 -4.474 -1.281
O 1.665 -4.978 -1.644
H -0.615 -2.602 -1.186
H 0.645 -2.714 -2.459
H -0.258 -5.128 -0.754
H 2.268 -4.913 -0.927
```

Results
**Total charge**: +1
**ΔE to the lowest compared entry with this formula, charge and spin**: 151.7 kJ/mol
**Spin multiplicity**: 2
**Expectation value of S²**: 0.75
**Gap between HOMO and LUMO (spin up / spin down)**: 5.45 / 2.34 eV

Atom-resolved charges from Löwdin, all expressed in e: number 1, S, carries 0.615; number 2, S, carries 0.624; number 3, H, carries -0.108; number 4, H, carries -0.132; number 5, C, carries 0.003; number 6, C, carries -0.249; number 7, O, carries -0.032; number 8, H, carries 0.038; number 9, H, carries 0.058; number 10, H, carries 0.106; number 11, H, carries 0.076

---

# 5
Formula: C7H12ClNO
Source: OMol25
Level of theory: ωB97M-V with the def2-TZVPD basis set

The geometry in XYZ format:
```
22
Properties=species:S:1:pos:R:3
C -0.351 -1.125 1.732
C -0.793 -0.889 0.518
Cl -1.604 -2.149 -0.243
C -0.706 0.375 -0.184
C 0.123 1.452 0.611
C -2.101 0.920 -0.575
C 0.230 0.098 -1.363
C 1.415 -0.783 -0.947
N 2.215 -0.146 -0.230
O 3.275 -0.699 0.384
H 0.240 -0.355 2.245
H -0.178 -2.154 2.106
H -0.552 1.690 1.596
H 0.235 2.273 -0.078
H 0.989 1.050 1.126
H -2.620 1.432 0.210
H -2.723 0.049 -1.089
H -1.895 1.826 -1.279
H 0.550 1.035 -1.722
H -0.370 -0.338 -2.134
H 1.370 -1.860 -1.074
H 3.249 -1.701 0.388
```

Results
**ΔE to the lowest compared entry with this formula, charge and spin**: 446.0 kJ/mol
**SMILES**: C=C(Cl)C(C)(C)C/C=N/O
**Gap between HOMO and LUMO**: 10.20 eV

Atom-resolved charges from Löwdin, all expressed in e: number 1, C, carries -0.012; number 2, C, carries -0.804; number 3, Cl, carries 0.772; number 4, C, carries -0.608; number 5, C, carries -0.049; number 6, C, carries -0.049; number 7, C, carries -0.150; number 8, C, carries -0.135; number 9, N, carries -0.060; number 10, O, carries -0.032; number 11, H, carries 0.068; number 12, H, carries 0.079; number 13, H, carries 0.136; number 14, H, carries 0.079; number 15, H, carries 0.048; number 16, H, carries 0.061; number 17, H, carries 0.099; number 18, H, carries 0.113; number 19, H, carries 0.099; number 20, H, carries 0.100; number 21, H, carries 0.124; number 22, H, carries 0.122

---

# 6
Formula: C2H11N2O2
Source: OMol25
Level of theory: ωB97M-V with the def2-TZVPD basis set

The geometry in XYZ format:
```
17
Properties=species:S:1:pos:R:3
C -0.059 -1.114 0.229
C -1.062 -0.503 0.869
N -0.743 0.749 1.618
N -0.153 -2.023 -0.781
H 0.943 -0.723 0.379
H -2.067 -0.446 0.494
H -1.390 0.976 2.367
H 0.207 0.606 1.967
H -0.620 1.559 0.999
H -0.846 -2.746 -0.642
H 0.741 -2.433 -1.035
H -0.526 4.214 -0.569
H -1.784 4.211 0.261
O -0.916 3.790 0.205
H 2.284 -1.467 -2.348
H 3.381 -2.482 -2.249
O 2.610 -2.168 -1.762
```

Results
**Total charge**: +1
**ΔE to the lowest compared entry with this formula, charge and spin**: 153.3 kJ/mol
**Gap between HOMO and LUMO**: 9.94 eV

Atom-resolved charges from Löwdin, all expressed in e: number 1, C, carries -0.183; number 2, C, carries -0.097; number 3, N, carries 0.182; number 4, N, carries 0.103; number 5, H, carries 0.132; number 6, H, carries 0.118; number 7, H, carries 0.168; number 8, H, carries 0.160; number 9, H, carries 0.131; number 10, H, carries 0.119; number 11, H, carries 0.061; number 12, H, carries 0.053; number 13, H, carries 0.052; number 14, O, carries -0.056; number 15, H, carries 0.057; number 16, H, carries 0.060; number 17, O, carries -0.061